# 1
Below is a structure of composition C35H37BeIP2 at a distorted geometry, with properties calculated with ωB97M-V/def2-TZVPD.

Each line ends with the Löwdin charge.
CARTESIAN COORDINATES (ANGSTROEM)
Be  2.2161  -0.6623  -2.2165  0.1886
C  -2.9675  -0.1135  0.4266  -0.1139
C  -3.3934  -0.2042  -0.8298  -0.1153
C  -3.2896  0.7953  -1.9687  -0.1975
C  -1.9464  0.9893  -2.7152  -0.1773
C  -0.8822  1.3981  -1.7588  -0.1397
C  -0.8762  2.0275  -0.5458  -0.1392
C  -2.0094  2.3294  0.3302  -0.2103
C  -2.6067  1.1510  1.1809  -0.1671
C  3.4923  0.4446  -2.5817  -0.3057
H  -3.1214  -1.0150  1.0599  0.1072
H  -3.8417  -1.1728  -1.1677  0.1044
H  -3.6884  1.7465  -1.5672  0.1021
H  -4.0203  0.4068  -2.6804  0.0968
H  -1.5687  0.0278  -3.1336  0.0662
H  -2.1024  1.6677  -3.5925  0.1314
H  0.1838  1.1078  -1.9600  0.0417
H  0.1779  2.1972  -0.2433  0.0802
H  -2.7865  2.7716  -0.3216  0.1018
H  -1.6601  3.0971  1.0299  0.1073
H  -1.8816  0.7981  1.9335  0.1061
H  -3.4364  1.6407  1.7259  0.1145
H  4.2179  -0.1839  -1.9990  -0.0184
H  3.6482  1.5461  -2.4664  0.0167
H  3.2643  0.1620  -3.6565  -0.0253
P  0.1047  -2.0216  -8.9375  0.9840
P  1.8953  0.4170  -9.1630  0.9849
C  -0.6388  -0.4883  -9.5536  -0.3305
C  0.1816  0.5765  -9.7473  -0.3459
C  -0.6248  -3.2295  -10.1543  -0.3868
C  -1.7816  -2.9861  -10.8952  -0.1012
C  -2.2989  -3.9752  -11.7297  -0.0882
C  -1.6629  -5.2039  -11.8713  -0.0886
C  -0.4756  -5.4257  -11.1738  -0.0926
C  0.0550  -4.4505  -10.3301  -0.1076
C  -0.9030  -2.2807  -7.4338  -0.3770
C  -0.5568  -1.4614  -6.3418  -0.1039
C  -1.2497  -1.5953  -5.1417  -0.0929
C  -2.3412  -2.4742  -5.0430  -0.0804
C  -2.6778  -3.2893  -6.1293  -0.0824
C  -1.9398  -3.2168  -7.3157  -0.0798
C  2.6476  1.0678  -10.7857  -0.3433
C  2.5514  0.2522  -11.9308  -0.1086
C  2.9685  0.7335  -13.1690  -0.0955
C  3.5078  2.0124  -13.2915  -0.0978
C  3.6383  2.8029  -12.1540  -0.0924
C  3.2343  2.3368  -10.9006  -0.0887
C  2.0298  1.8711  -8.0745  -0.4231
C  3.2110  1.9705  -7.3075  -0.1186
C  3.4364  3.1040  -6.5259  -0.0867
C  2.4796  4.1331  -6.4996  -0.0877
C  1.2911  4.0164  -7.2279  -0.0825
C  1.0555  2.8737  -8.0005  -0.0937
H  -1.7156  -0.4277  -9.7085  0.0687
H  -0.0962  1.4970  -10.2760  0.0830
H  -2.2810  -2.0176  -10.8258  0.0893
H  -3.2110  -3.7789  -12.2735  0.0991
H  -2.0796  -5.9835  -12.5155  0.1060
H  0.0438  -6.3719  -11.2826  0.1001
H  0.9998  -4.6314  -9.8005  0.1016
H  0.2353  -0.7128  -6.4383  0.0955
H  -0.9329  -1.0020  -4.2869  0.0631
H  -2.9335  -2.4991  -4.1246  0.1017
H  -3.5277  -3.9773  -6.0555  0.1063
H  -2.1902  -3.8647  -8.1559  0.0996
H  2.1496  -0.7566  -11.8508  0.0993
H  2.8935  0.0979  -14.0466  0.1007
H  3.8299  2.3830  -14.2645  0.1019
H  4.0805  3.7935  -12.2341  0.1011
H  3.3837  2.9658  -10.0219  0.0979
H  3.9523  1.1641  -7.3422  0.1027
H  4.3561  3.1838  -5.9390  0.1053
H  2.6602  5.0254  -5.8916  0.1035
H  0.5319  4.8048  -7.1895  0.1053
H  0.1234  2.7634  -8.5554  0.0886
I  1.9968  -0.5295  0.1489  0.2312

The calculation puts the energy above the lowest of the compared OMol25 structures with the same formula, charge and spin at 26.2 kcal/mol. The calculation puts the max |F| at 3.88 eV Å⁻¹. The HOMO energy comes out at -7.7 eV. As for the spin multiplicity: 1. The calculation puts the LUMO energy at -1.43 eV. As for the charge: 0. For the orbital gap, the calculation gives 6.29 eV.



# 2
Below is a cluster of 7 separate species, C47H38BrCl2F7NO5P in total at a distorted geometry, with properties calculated with ωB97M-V/def2-TZVPD.

Each line ends with the Löwdin charge.
CARTESIAN COORDINATES (ANGSTROEM)
C  -3.9307  3.6726  -4.2464  -0.1617
C  -2.6856  3.9364  -3.1815  -0.6438
Cl  -1.0671  3.8482  -4.0929  0.5573
C  -2.7504  2.9614  -1.8612  -0.1475
C  -1.3715  2.1168  -1.5761  -0.0605
C  -1.3553  0.6337  -1.8720  0.0580
C  -2.6065  -0.1624  -2.6133  -0.1854
O  -3.0975  -1.2871  -2.0820  0.0292
N  -3.1855  0.4313  -3.9199  0.1121
C  -2.6449  -0.5087  -5.0001  -0.1812
O  -1.4497  -0.3419  -5.6051  0.0386
F  -3.5201  -1.6881  -5.3319  -0.0149
C  -0.0203  -0.2642  -1.4269  -0.1628
O  0.0613  -1.4834  -1.9793  -0.0143
C  1.0688  0.3424  -0.3247  -0.4563
Br  2.6110  -0.6814  0.4445  0.8075
C  0.8765  1.7636  0.0815  -0.3356
P  1.5902  2.6143  1.6321  0.6907
O  1.9349  1.4806  2.9208  -0.4381
Cl  -0.1194  3.7225  2.4218  0.1529
C  -0.0159  2.7393  -0.9423  -0.2021
O  0.5336  3.9470  -1.2349  -0.0456
H  -4.9825  3.5787  -3.7213  0.0897
H  -3.6915  2.8006  -4.9903  0.0644
H  -3.9946  4.6616  -4.9094  0.0910
H  -2.8187  5.0571  -2.7938  0.1205
H  -2.8982  3.6719  -0.9143  0.1403
H  -3.7184  2.2979  -1.9158  0.1180
H  -4.2304  0.2740  -3.8584  0.1414
H  2.9513  1.3809  2.8798  0.0677
F  4.3885  -2.8164  1.1466  -0.0173
C  4.1020  -3.9758  0.5399  -0.2983
C  3.1972  -3.9902  -0.5160  -0.0384
C  2.9024  -5.1964  -1.1514  -0.0723
C  3.5082  -6.3777  -0.7163  -0.0965
C  4.4112  -6.3537  0.3477  -0.0850
C  4.7142  -5.1458  0.9755  -0.0185
H  2.7301  -3.0641  -0.8347  0.0476
H  2.2023  -5.2171  -1.9829  0.1087
H  3.2747  -7.3190  -1.2093  0.1008
H  4.8784  -7.2750  0.6873  0.1043
H  5.4205  -5.1076  1.7981  0.1146
F  4.0661  2.1169  7.7922  0.0629
C  3.7796  0.9574  7.1855  -0.2886
C  2.8748  0.9430  6.1296  -0.0174
C  2.5801  -0.2632  5.4942  -0.0896
C  3.1859  -1.4445  5.9294  -0.0943
C  4.0889  -1.4205  6.9933  -0.0859
C  4.3918  -0.2125  7.6211  -0.0206
H  2.4077  1.8691  5.8109  0.1132
H  1.8799  -0.2839  4.6627  0.0915
H  2.9523  -2.3857  5.4363  0.1010
H  4.5560  -2.3418  7.3329  0.1039
H  5.0981  -0.1743  8.4437  0.1146
F  3.1621  4.3714  3.4579  -0.0006
C  3.9321  5.4215  3.1431  -0.2925
C  5.2502  5.4601  3.5844  -0.0108
C  6.0538  6.5509  3.2525  -0.0780
C  5.5264  7.5970  2.4914  -0.0944
C  4.2007  7.5513  2.0574  -0.0804
C  3.4008  6.4553  2.3800  -0.0165
H  5.6400  4.6424  4.1817  0.1155
H  7.0879  6.5870  3.5861  0.0898
H  6.1522  8.4496  2.2366  0.0973
H  3.7912  8.3686  1.4686  0.1051
H  2.3709  6.3993  2.0434  0.1116
F  -9.2809  -2.0900  -2.4761  0.0589
C  -8.2120  -2.8868  -2.3443  -0.2886
C  -8.3924  -4.2614  -2.2372  -0.0097
C  -7.2796  -5.0919  -2.1051  -0.0761
C  -5.9980  -4.5368  -2.0707  -0.0821
C  -5.8276  -3.1554  -2.1739  -0.0783
C  -6.9399  -2.3263  -2.3171  -0.0212
H  -9.3959  -4.6739  -2.2575  0.0939
H  -7.4095  -6.1685  -2.0284  0.0912
H  -5.1305  -5.1845  -1.9632  0.1029
H  -4.8294  -2.7253  -2.1427  0.0716
H  -6.8251  -1.2513  -2.4077  0.1067
F  -8.9913  -7.1152  -1.2670  0.0410
C  -10.1082  -7.6427  -1.7856  -0.2804
C  -10.0855  -8.9423  -2.2798  -0.0141
C  -11.2495  -9.4938  -2.8151  -0.0813
C  -12.4216  -8.7348  -2.8601  -0.0967
C  -12.4329  -7.4295  -2.3662  -0.0797
C  -11.2717  -6.8824  -1.8208  -0.0211
H  -9.1638  -9.5138  -2.2439  0.1164
H  -11.2443  -10.5117  -3.1969  0.1053
H  -13.3281  -9.1638  -3.2818  0.1013
H  -13.3452  -6.8393  -2.4061  0.1063
H  -11.2651  -5.8725  -1.4243  0.1113
F  9.0639  6.9951  2.6579  0.0498
C  9.5612  6.7330  1.4419  -0.2849
C  10.4859  5.7061  1.2876  -0.0172
C  11.0001  5.4295  0.0208  -0.0826
C  10.5914  6.1910  -1.0769  -0.0976
C  9.6666  7.2230  -0.9109  -0.0818
C  9.1443  7.4919  0.3540  -0.0167
H  10.7979  5.1307  2.1531  0.1155
H  11.7177  4.6236  -0.1117  0.1049
H  10.9961  5.9778  -2.0640  0.1010
H  9.3531  7.8170  -1.7660  0.1056
H  8.4178  8.2845  0.4994  0.1105

The calculation puts the max |F| at 10.43 eV Å⁻¹. The HOMO energy comes out at -9.0 eV. As for the spin multiplicity: 1. The calculation puts the LUMO energy at -2.48 eV. Its SMILES is C[C@H](Cl)CC1=C(C(=O)NC(=O)F)C(=O)C(Br)=C(P(O)Cl)C1=O.Fc1ccccc1.Fc1ccccc1.Fc1ccccc1.Fc1ccccc1.Fc1ccccc1.Fc1ccccc1. As for the charge: 0. For the orbital gap, the calculation gives 6.55 eV.



# 3
Below is a structure of composition C22H48F9O11Y at a distorted geometry, with properties calculated with ωB97M-V/def2-TZVPD.

Each line ends with the Löwdin charge.
CARTESIAN COORDINATES (ANGSTROEM)
Y  0.2755  -0.1452  -0.2251  1.7409
C  -0.9695  -3.3004  1.1967  -0.4396
O  -0.9950  -2.9192  2.5697  -0.1016
O  -0.2614  -2.3971  0.4993  -0.2339
C  -0.5375  -4.7775  1.0904  -0.5415
F  0.5446  -5.0466  1.8418  0.1447
F  -1.5258  -5.6055  1.4824  0.1306
F  -0.2530  -5.1031  -0.1916  0.1239
C  -2.1451  -3.2664  3.3251  -0.2647
C  -1.9420  -2.6969  4.7090  -0.0661
H  -2.7751  -2.9322  5.3740  0.0794
H  -1.0469  -3.1315  5.1573  0.0794
H  -1.8483  -1.6087  4.6954  0.0665
H  -2.2002  -4.3599  3.3775  0.1150
H  -3.1164  -2.9543  2.9304  0.1147
H  -1.9869  -3.2434  0.7730  0.1537
C  -2.8319  1.2353  0.9999  -0.4351
O  -2.0992  1.9939  1.9919  -0.1214
O  -1.9578  0.5957  0.2490  -0.2089
C  -3.9425  0.3734  1.6459  -0.5691
F  -4.7163  -0.1956  0.7259  0.1601
F  -3.4601  -0.5688  2.4549  0.1575
F  -4.7613  1.1545  2.3740  0.1244
C  -2.7135  3.1053  2.6087  -0.2717
C  -1.7512  3.6966  3.6092  -0.0701
H  -1.3801  3.0271  4.3806  0.0708
H  -0.8780  4.1228  3.0970  0.0649
H  -2.2294  4.5508  4.0961  0.0815
H  -3.5900  2.8318  3.2058  0.1125
H  -3.0570  3.8534  1.8848  0.1244
H  -3.3931  1.9854  0.4166  0.1567
C  0.8844  1.6217  -3.3737  -0.4430
O  0.3210  0.5683  -4.1275  -0.1081
O  0.9981  1.2363  -2.0864  -0.2318
C  2.1198  2.3103  -3.9901  -0.5399
F  2.5769  3.2520  -3.1553  0.1472
F  3.1408  1.4526  -4.2641  0.1254
F  1.8114  2.9197  -5.1566  0.1216
C  0.1616  0.7627  -5.5291  -0.2510
C  -0.5243  -0.4774  -6.0855  -0.0620
H  0.0619  -1.3793  -5.9077  0.0698
H  -1.5209  -0.6277  -5.6692  0.0759
H  -0.5760  -0.3803  -7.1714  0.0791
H  1.1190  0.8173  -6.0574  0.1172
H  -0.3648  1.6904  -5.7601  0.1266
H  0.1887  2.4817  -3.3438  0.1583
C  -1.6323  -3.2012  -2.9921  -0.0603
C  -1.9883  -1.9227  -2.2506  -0.2544
O  -0.8519  -1.0661  -2.1313  -0.1826
H  -0.9743  -2.9969  -3.8419  0.0657
H  -2.5223  -3.6994  -3.3791  0.0783
H  -1.0493  -3.9027  -2.3919  0.0646
H  -2.3923  -2.1706  -1.2732  0.1041
H  -2.7414  -1.3830  -2.8316  0.1213
H  -0.7244  -0.5956  -2.9756  0.0761
C  1.2493  -0.0722  4.5320  -0.0569
C  0.3159  0.5987  3.5145  -0.2753
O  0.1172  -0.2190  2.3612  -0.1576
H  1.1016  0.4205  5.4945  0.0775
H  2.2988  0.0550  4.2521  0.0622
H  1.0747  -1.1428  4.6329  0.0752
H  0.6621  1.5839  3.2207  0.1035
H  -0.6483  0.6694  4.0256  0.1048
H  -0.2644  -1.0509  2.7000  0.0721
C  4.1453  1.4443  1.6469  -0.0640
C  3.5166  0.7640  0.4448  -0.2887
O  2.4577  -0.0992  0.8265  -0.1538
H  3.4296  1.9824  2.2694  0.0730
H  4.9245  2.1593  1.3721  0.0831
H  4.6770  0.7381  2.2959  0.0790
H  4.2815  0.2957  -0.1858  0.1176
H  3.1476  1.5456  -0.2263  0.1008
H  2.8654  -0.7031  1.4608  0.1246
C  0.0101  4.3389  -0.0357  -0.0575
C  1.0330  3.3950  0.5656  -0.2603
O  0.4648  2.0869  0.7264  -0.1924
H  -0.8408  4.5776  0.6076  0.0664
H  -0.4019  3.9233  -0.9561  0.0829
H  0.4870  5.2911  -0.2813  0.0824
H  1.3828  3.7760  1.5277  0.1151
H  1.8432  3.3118  -0.1556  0.1026
H  -0.3181  2.2199  1.3024  0.0608
C  2.7215  -1.8739  -3.6376  -0.0606
C  3.0755  -1.3641  -2.2636  -0.2688
O  1.9916  -1.6149  -1.3375  -0.1638
H  2.8222  -2.9563  -3.7269  0.0798
H  3.4103  -1.4102  -4.3511  0.0823
H  1.7146  -1.5745  -3.9225  0.0599
H  3.2585  -0.2913  -2.2221  0.0904
H  4.0040  -1.8218  -1.9026  0.1198
H  2.0128  -2.5671  -1.1754  0.1084

The calculation puts the energy above the lowest of the compared OMol25 structures with the same formula, charge and spin at 27.1 kcal/mol. The calculation puts the max |F| at 2.65 eV Å⁻¹. The HOMO energy comes out at -8.6 eV. As for the spin multiplicity: 1. The calculation puts the LUMO energy at 0.32 eV. As for the charge: 0. For the orbital gap, the calculation gives 8.89 eV.



# 4
Below is a cluster of 2 separate species, C6H12O in total at a distorted geometry, with properties calculated with ωB97M-V/def2-TZVPD.

Each line ends with the Löwdin charge.
CARTESIAN COORDINATES (ANGSTROEM)
C  -0.9936  -1.5963  -1.7708  0.0059
C  -1.5715  -1.1345  -0.6634  -0.1521
C  -1.2847  0.1639  -0.0176  -0.3189
C  -2.4893  0.9227  0.4672  -0.0661
C  -0.0359  0.5916  0.2077  -0.1280
C  0.4286  1.4469  1.3427  -0.0899
H  -0.1482  -1.1097  -2.2395  0.0556
H  -1.4879  -2.4026  -2.2912  0.0483
H  -2.3220  -1.7444  -0.1681  0.1072
H  -3.2948  0.7953  -0.2634  0.0803
H  -2.9395  0.5541  1.3919  0.0821
H  -2.3134  1.9920  0.5597  0.0715
H  0.7153  0.2911  -0.5236  0.0956
H  1.3522  1.9549  1.0879  0.0650
H  -0.3791  2.1810  1.4908  0.0651
H  0.4687  0.9754  2.3246  0.0812
O  4.5928  -0.6853  0.1337  -0.0585
H  3.8972  -0.1884  -0.3007  0.0204
H  5.1116  -0.0443  0.6347  0.0353

The calculation puts the energy above the lowest of the compared OMol25 structures with the same formula, charge and spin at 51.7 kcal/mol. The calculation puts the max |F| at 2.01 eV Å⁻¹. The HOMO energy comes out at -8.2 eV. As for the spin multiplicity: 1. The calculation puts the LUMO energy at 0.75 eV. Its SMILES is C=C/C(C)=C/C.O. As for the charge: 0. For the orbital gap, the calculation gives 8.93 eV.